Molecular formula: C52H140N10O19
Method: DFT, ωB97M-V/def2-TZVPD

Geometry as XYZ:
```
221
Properties=species:S:1:pos:R:3:forces:R:3:mulliken_charge:R:1
C 5.2257 4.8252 1.4593 0.27 1.58 -0.78 -0.716
O 4.7515 6.2184 1.3303 0.68 -1.78 0.00 -0.318
C 3.6944 6.4713 2.2498 1.30 -1.13 -0.06 -0.585
C 3.1008 7.8129 1.9781 -0.27 -0.12 -0.22 -0.590
N 3.9636 8.8883 2.3699 0.65 0.39 1.76 -0.308
C 3.3976 10.2434 2.3590 0.87 0.43 -1.07 -0.664
C 4.3665 11.3706 2.8877 -1.34 -2.11 1.52 -0.612
O 5.5178 11.4461 2.1529 0.42 0.24 -1.17 -0.300
C 6.5582 12.2044 2.7224 0.61 -0.80 -0.70 -0.781
H 4.4771 4.0655 1.2342 -0.48 0.27 0.07 0.275
H 5.6720 4.6061 2.4293 -0.11 0.26 0.21 0.299
H 5.9986 4.7283 0.6968 0.04 0.02 0.10 0.257
H 4.1381 6.3960 3.2426 -0.25 0.26 0.44 0.317
H 3.0328 5.6141 2.1250 -0.84 0.31 0.14 0.383
H 2.1617 7.8169 2.5315 -0.21 0.44 -0.20 0.418
H 2.9684 7.8618 0.8972 -0.83 -0.12 -0.31 0.311
H 4.8130 8.7937 1.8317 0.12 0.53 0.02 0.221
H 2.4689 10.3025 2.9265 0.11 -0.25 0.26 0.391
H 3.1266 10.4199 1.3181 -0.24 0.76 -0.28 0.361
H 4.6020 11.0421 3.9000 0.30 -0.33 0.45 0.324
H 3.8692 12.3150 3.1086 -0.31 0.41 -0.86 0.434
H 7.0650 11.6425 3.5070 -0.41 0.16 0.72 0.328
H 6.2504 13.2096 3.0104 0.03 0.00 0.13 0.300
H 7.3323 12.2169 1.9552 -0.11 0.56 -0.18 0.253
C -1.7182 2.7205 -6.4514 1.01 -0.41 1.22 -0.777
O -0.5218 3.5013 -6.5927 -1.08 -0.45 -0.38 -0.202
C -0.6753 4.6597 -7.3900 0.87 0.15 0.41 -0.658
C -0.0295 5.8752 -6.7172 1.66 -0.02 -1.18 -0.388
N 1.5076 5.8723 -6.7358 -1.84 0.43 0.58 -0.381
C 2.1089 6.8658 -5.8068 -0.87 -1.82 -0.66 -0.413
C 3.5697 6.6500 -5.9292 2.02 0.59 -0.97 -0.786
O 4.1033 5.3240 -5.6818 -0.41 1.32 -0.65 -0.351
C 4.1856 4.9429 -4.3512 -0.28 -0.75 1.14 -0.676
H -1.3273 1.8014 -6.0149 -0.33 -0.16 0.06 0.216
H -2.3228 2.4270 -7.3095 0.49 0.47 -0.66 0.323
H -2.3904 3.1712 -5.7212 -0.10 0.22 0.06 0.312
H -1.7268 4.8317 -7.6198 -0.10 0.26 0.16 0.489
H -0.1582 4.4777 -8.3321 0.04 0.11 -0.25 0.247
H -0.4669 6.1014 -5.7448 0.07 -0.19 0.22 0.148
H -0.2441 6.6917 -7.4066 -0.36 0.36 0.22 0.324
H 1.9437 4.9791 -6.5563 -0.40 -0.31 0.17 0.316
H 1.8214 6.7111 -4.7669 -0.47 0.16 0.25 0.242
H 1.8134 7.8540 -6.1593 0.23 0.16 0.26 0.402
H 4.1425 7.4387 -5.4413 0.09 -0.23 0.96 0.473
H 3.8380 6.8820 -6.9599 -0.08 -0.56 -0.31 0.313
H 4.7742 4.0314 -4.2473 0.11 -0.06 -0.48 0.277
H 3.2087 4.6805 -3.9452 -0.32 0.12 0.14 0.227
H 4.6515 5.6400 -3.6547 0.04 0.59 -0.26 0.323
C 1.9797 0.5543 -3.3954 -0.25 -0.61 0.67 -0.734
O 1.9866 0.2141 -1.9942 -0.78 1.02 0.01 -0.293
C 0.7925 0.7021 -1.3150 1.20 -0.31 -0.01 -0.584
C 0.7100 0.3233 0.1568 -1.07 -1.47 -0.08 -0.646
N 0.6321 -1.1298 0.4017 -0.07 0.50 -0.72 -0.153
C 0.6092 -1.4552 1.8179 0.06 -0.99 -1.15 -0.372
C 0.6939 -2.9868 2.0109 0.06 0.60 1.42 -0.500
O 0.9117 -3.2486 3.4237 -0.04 -0.16 -0.72 -0.326
C -0.2587 -3.1796 4.2267 0.85 -0.64 -0.09 -0.664
H 2.9424 0.2469 -3.8040 -0.03 0.15 0.06 0.260
H 1.7756 1.6000 -3.6255 0.29 0.31 0.40 0.337
H 1.1903 0.0099 -3.9136 -0.13 -0.33 -0.05 0.282
H -0.0699 0.3290 -1.8674 -0.23 -0.13 0.14 0.301
H 0.7440 1.7907 -1.2900 0.22 0.29 -0.53 0.342
H -0.2792 0.6926 0.4275 -0.13 0.35 0.25 0.259
H 1.4017 0.7807 0.8642 0.55 0.41 -0.43 0.394
H 1.3854 -1.5807 -0.0977 0.26 -0.17 0.14 0.198
H -0.3366 -1.0693 2.1982 0.08 0.05 0.38 0.290
H 1.4634 -1.0131 2.3308 0.03 0.14 0.44 0.241
H 1.5448 -3.4211 1.4860 0.17 0.22 0.05 0.282
H -0.1848 -3.5316 1.6658 -0.28 0.19 -0.04 0.327
H -1.0186 -3.8377 3.8054 -0.49 0.42 -0.17 0.328
H -0.5570 -2.1478 4.4123 -0.40 -0.03 -0.17 0.210
H -0.0003 -3.6454 5.1777 0.12 0.20 0.12 0.233
C -6.7340 -2.4057 5.0349 -0.57 1.70 1.18 -0.185
C -7.8616 -1.8749 5.9376 0.85 -0.09 1.11 -0.599
O -9.0429 -2.6199 5.7295 0.18 0.14 -0.27 -0.522
O -7.0792 -1.8931 3.7699 -0.25 -0.84 -1.10 -0.527
H -6.7279 -3.4788 5.2256 0.07 -0.29 -0.80 0.235
H -5.7511 -1.9691 5.2122 0.11 -0.20 0.95 0.332
H -8.0618 -0.8092 5.8265 0.22 0.15 -0.51 0.305
H -7.5913 -1.9739 6.9889 0.06 -0.33 0.08 0.351
H -9.1922 -2.4783 4.7918 -0.52 -0.26 -0.28 0.333
H -6.3797 -2.1491 3.1643 -0.09 0.02 -0.39 0.270
C -3.3981 -6.9746 9.5945 0.47 2.13 0.19 -0.344
C -3.3544 -5.4839 10.0726 -0.20 -1.79 0.50 -0.452
O -3.7086 -4.6542 8.9980 0.05 0.45 -0.19 -0.510
O -4.5895 -7.2037 8.9340 -1.38 -0.35 -0.35 -0.500
H -3.4260 -7.6090 10.4803 0.78 -0.22 -0.25 0.296
H -2.5975 -7.0684 8.8608 0.59 -0.68 0.44 0.244
H -2.3817 -5.1633 10.4457 0.16 -0.45 0.22 0.374
H -4.0991 -5.4409 10.8674 -0.09 0.39 0.24 0.280
H -3.4176 -3.7961 9.3152 -0.30 0.38 -0.59 0.292
H -4.8208 -6.4048 8.4544 -0.08 0.13 -0.23 0.318
C 5.5278 -1.4241 5.2242 0.83 -0.50 -1.16 -0.297
C 6.1498 -2.7606 4.7128 0.67 0.74 1.03 -0.434
O 6.9445 -2.5429 3.5243 -1.02 0.10 0.32 -0.527
O 6.4656 -0.4937 5.7669 -0.43 -0.30 0.35 -0.546
H 4.7382 -1.5717 5.9610 0.32 -0.28 0.19 0.309
H 5.0320 -0.9993 4.3514 -0.05 0.26 -0.18 0.233
H 5.3800 -3.5283 4.6350 -0.22 0.13 -0.57 0.349
H 6.8623 -3.1441 5.4432 -0.12 0.05 0.53 0.304
H 7.0895 -3.4100 3.1387 0.12 0.03 -0.15 0.296
H 7.3154 -0.5200 5.3210 -0.13 -0.24 -0.36 0.313
C -3.4094 4.3691 3.3570 0.07 0.18 0.35 -1.427
C -3.6000 2.8607 3.6535 -0.74 0.10 -3.32 0.737
C -2.6439 2.3894 4.6384 1.11 -0.24 2.39 -0.822
O -1.2983 2.5339 4.1931 -0.61 -0.15 -0.69 -0.224
C -0.3261 2.2631 5.1709 -0.46 0.19 0.37 -0.824
N -4.9793 2.4301 3.8853 -0.36 0.64 1.17 -0.738
H -3.6885 5.0419 4.1680 -0.15 -0.44 0.62 0.352
H -3.9467 4.8322 2.5293 -0.12 -0.73 -0.42 0.386
H -2.3487 4.5717 3.2089 0.02 -0.21 -0.19 0.310
H -3.3523 2.2517 2.7841 0.79 0.65 -0.87 0.207
H -2.8006 1.3503 4.9283 -0.22 -0.34 -0.16 0.334
H -2.8513 2.9669 5.5393 0.45 0.22 0.58 0.331
H -0.5509 1.3771 5.7648 -0.19 -0.32 -0.05 0.323
H -0.3281 3.1017 5.8672 0.51 0.12 0.18 0.326
H 0.6403 2.0978 4.6947 -0.11 0.31 -0.05 0.234
H -5.5626 2.7702 3.1342 -0.04 0.13 -0.02 0.261
H -5.0376 1.4226 3.8451 0.04 -0.14 0.06 0.231
C -1.9131 9.8025 -3.0326 -0.42 0.15 -0.16 -1.378
C -1.9760 9.4996 -1.5651 -1.34 -1.24 -0.08 0.563
C -1.9342 7.9569 -1.3228 0.19 0.81 -0.54 -0.652
O -2.9686 7.3155 -2.0684 -0.58 2.06 1.15 -0.318
C -2.7960 5.9778 -2.2663 0.32 -1.40 -0.54 -0.568
N -0.9282 10.1917 -0.8985 1.72 -0.03 0.65 -0.671
H -1.9839 10.8898 -3.0617 0.34 0.10 -0.73 0.431
H -2.7439 9.3932 -3.6074 -0.06 -0.03 0.25 0.318
H -0.9985 9.3912 -3.4598 0.20 0.38 -0.04 0.283
H -2.8715 9.9472 -1.1340 -0.94 -0.69 -0.39 0.240
H -1.9454 7.7733 -0.2484 -0.47 -0.37 0.20 0.284
H -0.9781 7.5734 -1.6792 0.36 0.10 -0.12 0.288
H -2.6920 5.3737 -1.3650 0.29 0.13 0.40 0.281
H -1.9273 5.8453 -2.9113 0.31 -0.49 -0.05 0.164
H -3.6575 5.5433 -2.7734 -0.14 0.36 -0.17 0.273
H -1.1393 10.2918 0.0841 0.14 0.07 0.10 0.246
H -0.8292 11.1176 -1.2896 0.11 0.07 0.07 0.216
C -5.1240 -0.3638 -1.6562 -0.59 -0.85 -0.05 -1.227
C -5.2820 -1.9295 -1.4618 0.35 2.22 -0.54 0.530
C -4.9773 -2.6635 -2.7661 -0.83 -0.59 -0.92 -0.658
O -5.8579 -2.3403 -3.8494 -1.86 0.16 0.71 -0.374
C -7.2659 -2.8064 -3.6562 1.47 -0.35 -1.09 -0.722
N -4.3952 -2.2845 -0.3848 0.66 -0.96 0.18 -0.656
H -5.6077 0.0362 -2.5473 -0.33 -0.29 0.04 0.322
H -4.0837 -0.0577 -1.7663 0.24 -0.34 0.20 0.272
H -5.5364 0.1297 -0.7761 0.06 0.07 -0.02 0.319
H -6.2677 -2.1440 -1.0491 -0.30 0.02 -0.60 0.201
H -4.9970 -3.7531 -2.7451 -0.15 -0.40 1.01 0.404
H -3.9573 -2.4882 -3.1082 0.04 0.67 -0.04 0.308
H -7.8841 -2.2948 -4.3938 0.16 0.54 0.38 0.260
H -7.6932 -2.7861 -2.6536 0.39 0.61 0.07 0.288
H -7.3530 -3.8420 -3.9850 0.41 -0.36 0.12 0.297
H -3.4623 -1.9394 -0.5601 0.24 0.42 -0.06 0.229
H -4.2687 -3.2796 -0.5031 0.07 -0.59 0.68 0.206
C 1.4860 -3.7247 -4.1287 1.31 0.29 0.12 -1.311
C 3.0071 -3.9967 -3.8024 -1.88 -1.15 -0.05 0.406
C 3.7859 -4.1323 -5.0916 0.30 -0.81 -0.29 -0.760
O 5.0560 -4.7435 -4.8238 -0.33 0.47 0.87 -0.338
C 5.9911 -4.4796 -5.8097 0.46 0.27 -1.34 -0.791
N 3.5525 -3.0555 -2.8689 -0.01 0.67 -0.30 -0.562
H 1.4003 -2.7218 -4.5469 0.02 0.13 -0.28 0.247
H 0.8263 -3.7098 -3.2612 0.27 -0.36 0.14 0.344
H 1.1419 -4.4375 -4.8781 -0.13 0.00 0.14 0.412
H 3.0683 -4.9416 -3.2623 -0.09 -0.47 -0.38 0.270
H 3.9018 -3.1842 -5.6168 0.19 0.42 0.18 0.360
H 3.2631 -4.7803 -5.7950 -0.25 -0.19 -0.10 0.409
H 6.2236 -3.4226 -5.9396 -0.11 0.41 0.33 0.324
H 5.6197 -4.7864 -6.7874 -0.11 -0.27 -0.28 0.321
H 6.9532 -4.9739 -5.6757 -0.28 -0.30 0.56 0.267
H 4.5499 -3.1833 -2.9629 0.45 0.21 0.42 0.294
H 3.3458 -2.1571 -3.2815 0.16 0.68 0.33 0.105
C 0.7825 -2.6473 -10.0621 0.13 1.57 -0.55 -1.323
C -0.0087 -1.3535 -10.3388 -1.24 -1.15 0.18 0.590
C 0.8564 -0.1489 -10.7601 0.63 -0.71 0.20 -0.695
O 1.9417 0.0350 -9.8694 -0.52 -1.32 1.39 -0.225
C 2.7820 1.1176 -10.0862 -0.40 0.52 -0.31 -0.685
N -1.0465 -1.6512 -11.3485 0.30 0.61 -0.87 -0.801
H 0.1376 -3.5257 -10.0397 -0.03 0.16 0.46 0.409
H 1.2741 -2.3727 -9.1288 0.39 -0.96 0.01 0.285
H 1.4866 -2.7955 -10.8808 0.29 -0.09 0.17 0.305
H -0.5773 -1.1779 -9.4255 0.47 0.69 0.52 0.232
H 0.2570 0.7603 -10.8078 -0.14 0.13 -0.29 0.321
H 1.3333 -0.4115 -11.7045 -0.50 0.23 -0.64 0.353
H 2.2570 2.0405 -9.8400 -0.05 0.37 -0.18 0.222
H 3.0882 1.1304 -11.1322 0.31 0.23 -0.15 0.302
H 3.6448 1.0753 -9.4215 -0.04 -0.36 -0.11 0.229
H -1.6191 -2.4496 -11.1146 0.36 -0.25 0.30 0.248
H -1.7155 -0.8978 -11.4196 0.05 0.34 -0.09 0.232
C -6.5097 -7.1452 1.2853 -0.33 -0.36 -1.26 -1.574
C -5.1143 -7.2925 1.8540 -1.34 -0.14 2.40 0.478
C -5.0752 -8.6448 2.6777 0.20 1.49 -0.08 -0.811
O -3.8916 -8.6815 3.4616 -0.32 0.67 -0.06 -0.250
C -3.7086 -9.8965 4.1477 -0.11 -0.29 -0.55 -0.779
N -4.1069 -7.1229 0.8724 0.36 -0.93 -0.90 -0.681
H -7.3509 -7.0315 1.9690 0.40 0.24 0.29 0.400
H -6.7616 -8.0250 0.6932 0.04 -0.54 0.06 0.371
H -6.5512 -6.3907 0.4997 0.09 0.54 0.37 0.379
H -4.9190 -6.4577 2.5270 -0.33 -0.18 0.70 0.273
H -5.1835 -9.5004 2.0112 0.37 -0.24 -0.34 0.353
H -5.9502 -8.6775 3.3269 -0.17 0.08 0.25 0.424
H -3.3065 -10.5781 3.3981 0.17 -0.60 0.36 0.316
H -4.6448 -10.2969 4.5368 -0.23 -0.01 -0.02 0.315
H -3.0408 -9.7885 5.0024 0.17 0.27 -0.29 0.224
H -4.3504 -7.8207 0.1839 0.38 -0.12 -0.83 0.277
H -3.2808 -7.4966 1.3173 0.67 0.15 -0.13 0.290
C 2.8535 -9.5866 6.6256 0.30 0.05 0.34 -1.543
C 3.2399 -8.3739 5.7872 -0.58 -0.55 0.12 0.636
C 4.6833 -8.4299 5.2859 -0.61 -1.13 0.30 -0.655
O 5.5787 -8.2108 6.3493 0.60 1.24 -0.69 -0.324
C 6.8874 -7.9576 5.8375 0.67 -1.26 1.82 -0.777
N 2.2802 -8.3359 4.6785 0.60 0.66 -0.47 -0.771
H 3.5988 -9.7734 7.3988 -0.26 0.05 0.26 0.345
H 2.7412 -10.5103 6.0579 0.35 0.13 -0.49 0.374
H 1.8536 -9.4286 7.0298 0.12 0.14 0.48 0.399
H 3.0620 -7.4511 6.3394 0.57 -0.03 0.67 0.281
H 4.8931 -7.7766 4.4390 -0.22 0.27 -0.03 0.386
H 4.8437 -9.4646 4.9828 -0.01 -0.18 -0.67 0.241
H 7.0426 -7.1680 5.1023 -0.57 0.14 0.06 0.266
H 7.3650 -8.8807 5.5090 -0.36 -0.29 -0.86 0.337
H 7.4973 -7.8123 6.7291 -0.04 0.83 0.04 0.297
H 2.3159 -7.3527 4.4502 -0.35 0.21 -0.95 0.263
H 1.3557 -8.4370 5.0725 -0.23 -0.27 0.06 0.248
```
Positions in Å, forces in eV/Å.

Properties
Orbital gap in Ha: 0.3083
Spin multiplicity: 1
Largest force on an atom in eV/A: 3.40
Total energy in Eh: -4041.8133